A 3-piece molecular cluster, C12H32N2O7P2 overall, computed with wB97M-V/def2-TZVPD.

Structure (XYZ):
```
55
Properties=species:S:1:pos:R:3:forces:R:3
C 1.696437 3.938295 3.024423 1.6 -0.8 -0.3
C 2.803395 4.983629 2.733228 -1.2 -2.7 0.8
O 2.470704 6.087953 2.592175 -0.1 3.3 -0.7
O 4.110804 4.590609 2.604549 -0.2 0.0 0.6
C 4.635386 3.922078 3.756700 1.0 -1.1 -0.1
C 4.428230 2.381340 3.734180 -0.5 0.2 0.0
P 5.090922 1.671290 2.141050 1.3 0.6 0.6
P 4.787936 -0.469154 2.087551 -0.8 -1.2 -1.4
O 5.137796 -0.896881 0.719272 0.3 0.2 -0.3
O 5.770585 -1.252010 3.117844 -0.9 0.8 0.0
O 3.228909 -0.895597 2.330202 0.9 0.3 0.7
H 0.721295 4.359477 2.775629 0.3 -0.1 0.1
H 1.750861 3.597080 4.070056 -0.2 0.3 -0.3
H 1.941799 3.054852 2.406670 -0.5 0.3 0.2
H 4.321270 4.360140 4.717191 -0.3 0.0 -0.4
H 5.728637 4.062255 3.706855 -0.4 0.2 -0.1
H 5.052947 1.981551 4.551156 -0.2 0.0 -0.3
H 3.385550 2.084733 3.904057 0.3 0.1 0.1
H 4.283053 2.168840 1.085397 -0.4 -0.6 0.5
H 6.322437 -1.797402 2.528543 -0.1 0.1 0.2
H 2.992274 -1.483624 1.590214 0.1 0.1 0.1
C -0.655787 3.264123 -0.984872 0.3 0.1 0.0
O -0.357555 2.669894 0.266848 -0.2 0.0 0.0
C -1.200984 1.588790 0.630800 0.0 -0.1 0.3
C -0.825175 0.239191 -0.005592 0.1 0.2 -0.3
C -1.230656 0.118851 -1.471488 -0.1 -0.1 -0.1
N 0.610388 -0.031917 0.114258 0.0 0.1 0.3
H -1.729325 3.261324 -1.192577 0.0 -0.1 0.0
H -0.115359 2.758600 -1.787974 -0.2 0.0 -0.1
H -0.310115 4.297998 -0.954635 0.0 0.0 0.1
H -1.089592 1.489490 1.715022 0.1 0.0 0.0
H -2.252684 1.841499 0.446102 0.0 0.0 -0.1
H -1.366498 -0.538067 0.542545 0.0 0.1 0.1
H -0.564081 0.670202 -2.135522 0.0 0.1 0.1
H -1.200615 -0.925041 -1.786156 0.0 0.0 0.0
H -2.248398 0.484128 -1.627844 0.0 0.0 0.0
H 0.858729 -0.054477 1.101119 0.0 -0.1 0.0
H 1.103810 0.785365 -0.239262 0.0 -0.1 -0.1
C -3.915738 -2.057089 -3.678625 0.4 0.0 0.1
O -3.614946 -2.634867 -2.419620 -0.3 0.0 -0.1
C -4.462973 -3.706935 -2.043283 0.0 -0.1 0.3
C -4.094673 -5.064311 -2.666608 0.1 0.2 -0.3
C -4.503186 -5.194930 -4.131510 -0.1 -0.1 -0.1
N -2.660837 -5.346755 -2.547253 -0.1 0.1 0.2
H -4.989218 -2.059716 -3.886994 0.0 -0.1 0.0
H -3.374796 -2.579036 -4.470807 -0.2 0.0 -0.1
H -3.566253 -1.023856 -3.666995 0.0 0.0 0.1
H -4.351083 -3.796016 -0.958584 0.1 0.0 0.0
H -5.513720 -3.450239 -2.229255 0.0 0.0 -0.1
H -4.640156 -5.832794 -2.110163 0.0 0.1 0.1
H -3.832949 -4.653957 -4.799512 0.0 0.0 0.1
H -4.479427 -6.241957 -4.435977 0.1 0.0 0.0
H -5.518260 -4.824007 -4.291098 0.0 0.0 0.0
H -2.409065 -5.365066 -1.562222 0.0 -0.1 0.0
H -2.160047 -4.537875 -2.909205 0.0 -0.1 -0.1
```
Positions in Å, forces in eV/Å.

Energy above the lowest of the compared OMol25 structures with the same formula, charge and spin   0.0 kcal per mole
E_LUMO   0.381 eV
Total energy   -1795.33505 Ha

C12H33AlO13S4 as an isolated structure, computed with wB97M-V/def2-TZVPD.

Structure (XYZ):
```
63
Properties=species:S:1:pos:R:3:forces:R:3
Al -3.780755 -22.450097 8.418157 1.5 -2.0 0.1
O -1.984936 -24.256012 7.628374 0.3 0.3 -2.0
H -1.315065 -24.938775 7.837516 -0.3 0.1 1.5
O -6.400338 -27.174747 7.420048 0.1 0.4 -0.6
S -5.150835 -26.732756 7.926537 -0.6 -1.3 0.7
O -4.913088 -25.352828 8.239448 0.2 0.6 0.0
O -4.965221 -27.498245 9.310626 0.6 0.4 0.1
C -4.710568 -28.919815 9.285633 0.3 -1.3 -1.0
C -5.651206 -29.653485 10.194565 -1.0 0.7 1.4
C -3.800717 -27.341298 6.934765 0.2 0.9 -0.2
H -3.644019 -29.078019 9.483277 -0.1 0.1 0.5
H -4.819327 -29.346415 8.279872 -0.3 0.4 -0.1
H -6.678416 -29.671267 9.825585 0.2 0.0 -0.4
H -5.759837 -29.099458 11.136988 0.3 0.0 0.0
H -5.409202 -30.668159 10.500621 0.5 0.0 -0.5
H -3.074719 -27.886945 7.530415 -0.2 -0.3 0.0
H -3.301591 -26.436362 6.591670 -0.1 0.0 -0.2
H -4.191943 -27.882760 6.080142 0.0 -0.2 0.1
O 0.402809 -20.194653 7.565185 0.1 0.4 -0.6
S 0.157047 -20.881504 8.770386 0.5 -0.5 0.7
O -1.180765 -21.395119 9.007397 -1.3 -0.2 0.1
O 1.116334 -22.125766 8.795100 -0.2 -0.3 -0.4
C 0.897753 -23.184504 9.796276 0.9 0.2 -0.8
C 1.501487 -24.456762 9.226148 -0.5 0.6 1.0
C 0.775368 -19.997482 10.178080 -0.4 0.2 -0.4
H -0.177474 -23.270273 9.921723 0.2 0.1 0.6
H 1.491092 -22.857115 10.648661 -0.6 -0.2 0.5
H 1.365528 -25.209089 10.006778 -0.1 -0.3 -0.3
H 2.572860 -24.335116 9.102368 0.0 -0.1 -0.5
H 0.954639 -24.696542 8.316046 0.4 -0.3 -0.2
H 0.347946 -20.400446 11.091748 0.1 -0.2 0.0
H 0.511630 -18.946437 10.084210 0.0 0.0 -0.1
H 1.849235 -20.135642 10.089103 0.1 0.2 0.3
O -3.276360 -24.137595 10.612439 0.0 0.8 -0.8
S -2.307597 -24.833993 11.434986 -1.4 -2.1 -0.1
O -1.177776 -24.183609 11.938389 1.2 1.1 0.5
O -3.059648 -25.499172 12.620937 0.0 0.4 -0.2
C -4.334008 -26.181433 12.344564 -0.4 -0.1 1.1
C -5.148519 -26.068712 13.615345 0.2 0.0 0.3
C -1.795675 -26.262791 10.525515 0.2 -0.3 -0.2
H -4.084307 -27.228137 12.181462 -0.1 0.0 -0.4
H -4.857049 -25.710796 11.518766 0.3 -0.1 -0.3
H -5.190509 -25.041563 13.976291 -0.1 0.1 -0.2
H -4.686011 -26.642630 14.418075 -0.1 -0.1 -0.1
H -6.161630 -26.435001 13.457684 0.0 0.0 -0.1
H -2.630826 -26.948475 10.392444 -0.2 0.3 -0.3
H -1.031107 -26.837127 11.046270 0.1 0.4 0.3
H -1.387799 -25.894239 9.584758 -0.1 -0.2 0.0
O -5.460691 -25.248722 4.876590 -0.3 -0.9 0.5
S -4.588443 -24.161425 4.719755 -0.1 0.6 -1.2
O -4.445587 -23.158063 5.746119 -0.2 0.9 1.2
O -3.126740 -24.732283 4.517293 0.5 -0.1 0.1
C -2.043642 -23.814640 4.650093 0.9 0.0 -0.1
C -0.855295 -24.504415 5.215676 0.2 -0.3 -1.4
C -4.927950 -23.389094 3.147198 0.6 -0.3 0.8
H -2.282145 -22.960688 5.272555 -0.3 0.2 -0.2
H -1.742390 -23.457134 3.655062 -0.1 0.1 -0.1
H -1.052851 -24.747521 6.307680 -0.7 0.3 1.3
H 0.082671 -23.957563 5.162894 -0.1 0.4 0.2
H -0.693693 -25.500030 4.786348 -0.1 -0.2 0.3
H -4.724485 -24.136917 2.384862 -0.2 -0.1 0.0
H -4.217417 -22.571887 3.049238 -0.3 0.3 -0.1
H -5.978128 -23.117695 3.195077 0.0 0.3 -0.2
```
Positions in Å, forces in eV/Å.

Total charge   +2
Energy above the lowest of the compared OMol25 structures with the same formula, charge and spin   0.0 kcal per mole
E_LUMO   -12.682 eV
Total energy   -3289.45128 Ha

A 6-piece molecular cluster, C12H33BClF3N10O6 overall, computed with wB97M-V/def2-TZVPD.

Structure (XYZ):
```
66
Properties=species:S:1:pos:R:3:forces:R:3
C 2.198591 -1.886443 3.091659 -0.5 -0.7 -0.1
C 1.008796 -1.851986 2.089887 1.5 0.1 0.6
C 1.583191 -2.046935 0.698354 -0.4 -0.3 0.3
C 0.288523 -0.531162 2.258741 -0.7 0.3 -0.6
C -1.183496 -0.543873 1.826505 -0.2 -0.3 0.3
B -2.069303 -1.533966 2.636286 0.2 -0.1 -0.1
Cl -2.067883 -1.523405 4.411171 0.0 -0.1 -0.3
C -3.041265 -2.538350 1.859247 0.2 0.4 0.9
O -3.132551 -3.889305 2.372516 -1.2 1.0 -0.4
C -2.068347 -4.647325 2.218228 -0.7 -0.5 0.0
F -1.362418 -4.360799 1.150258 0.9 0.4 -1.5
F -1.261112 -4.581744 3.241761 1.4 0.2 1.6
F -2.455800 -5.906951 2.118555 -0.4 -1.1 -0.1
H 2.223619 -1.021056 3.730053 0.1 0.4 0.1
H 3.146247 -1.978221 2.577595 0.3 0.1 -0.1
H 2.094469 -2.760450 3.724262 0.1 -0.3 0.3
H 0.398299 -2.716901 2.321657 -0.6 0.0 0.1
H 0.835287 -2.039426 -0.073147 -0.3 0.3 -0.4
H 2.059824 -3.014780 0.627488 0.2 -0.4 0.0
H 2.343904 -1.306925 0.504395 0.1 0.4 -0.3
H 0.347527 -0.155569 3.267340 0.0 -0.1 0.5
H 0.794220 0.210923 1.651835 0.3 0.2 -0.1
H -1.606350 0.454548 1.920574 0.0 0.2 0.1
H -1.275335 -0.792276 0.775641 0.1 -0.1 -0.4
H -4.035066 -2.127203 1.989811 -0.4 0.0 0.1
H -2.840411 -2.505345 0.798722 0.1 -0.4 -0.3
N 0.491729 -1.670149 -4.063512 0.2 0.1 -0.1
C 1.119173 -2.508761 -3.181930 -0.1 -0.1 -0.1
N 0.863161 -3.842726 -3.363529 0.0 -0.1 0.0
O 1.847470 -2.102519 -2.299079 0.1 0.0 -0.1
H -0.122570 -1.988949 -4.787690 -0.1 -0.1 0.1
H 0.648562 -0.680812 -3.959868 -0.2 0.0 0.0
H 1.305690 -4.483217 -2.731077 0.0 0.0 0.0
H 0.263485 -4.201578 -4.081285 0.0 0.0 0.0
N -2.319757 4.472928 1.921962 0.2 0.0 0.0
C -3.030599 3.441409 1.376427 -0.2 0.1 0.2
N -4.282631 3.765550 0.944373 -0.1 -0.1 0.0
O -2.570474 2.316612 1.275553 0.0 0.0 -0.1
H -2.673901 5.406805 2.010565 0.0 0.0 0.0
H -1.392489 4.268824 2.249351 0.0 0.0 0.0
H -4.829372 3.032292 0.532452 0.0 0.0 0.0
H -4.673544 4.685832 1.013996 0.0 0.0 0.0
N -0.723587 3.935043 -3.472768 0.0 -0.1 -0.1
C -1.215458 4.596578 -2.383794 0.1 -0.1 0.0
N -1.419523 3.809798 -1.288482 0.0 0.0 0.0
O -1.452655 5.794286 -2.388877 0.0 0.1 0.0
H -0.531150 2.947947 -3.487364 0.0 0.0 -0.1
H -0.550728 4.474684 -4.299300 0.1 0.1 0.1
H -1.775337 4.254451 -0.464559 0.1 0.0 0.0
H -1.227350 2.825688 -1.265211 0.0 0.0 0.0
N -1.114025 2.216085 -6.888232 0.0 0.1 0.1
C -0.521541 1.182334 -6.226364 0.0 0.1 -0.2
N -0.157565 0.121887 -7.006032 0.0 -0.1 0.1
O -0.328380 1.207519 -5.020905 0.1 -0.1 0.2
H -1.281974 2.219943 -7.876155 0.0 0.0 0.0
H -1.398243 3.008691 -6.341960 -0.1 0.0 0.0
H 0.298320 -0.648515 -6.553244 0.1 0.1 0.0
H -0.306124 0.085415 -7.996395 0.0 0.0 0.0
N 4.831211 -0.322290 5.301954 0.0 0.0 0.1
C 4.829605 0.604315 4.295082 0.1 -0.1 0.0
N 6.058486 1.117902 3.976832 0.1 0.1 0.0
O 3.812828 0.943989 3.723717 -0.1 0.1 0.0
H 5.657928 -0.618222 5.784249 0.0 0.0 0.0
H 3.947142 -0.722406 5.556804 0.0 0.0 0.0
H 6.092321 1.798236 3.240889 0.0 0.0 0.0
H 6.908705 0.850024 4.434008 0.0 0.0 0.0
```
Positions in Å, forces in eV/Å.

Energy above the lowest of the compared OMol25 structures with the same formula, charge and spin   0.0 kcal per mole
E_LUMO   0.320 eV
Total energy   -2260.94104 Ha

C12H33BeN3O3 as an isolated structure, computed with wB97M-V/def2-TZVPD.

Structure (XYZ):
```
52
Properties=species:S:1:pos:R:3:forces:R:3
Be 0.107154 0.347154 -0.431500 1.0 -0.6 -1.4
C -0.331846 -2.666846 0.954500 -0.5 -0.8 1.2
C -1.263846 -1.531846 0.530500 1.8 -1.3 1.3
C -1.120846 -0.385846 1.502500 1.0 -1.5 1.9
O 0.131154 0.252154 1.123500 -0.9 0.1 2.1
C 0.475154 1.196154 2.164500 0.9 -0.2 -0.1
N -0.835846 -0.993846 -0.739500 -2.8 -0.1 -3.0
H -0.860846 -3.128846 1.786500 0.2 -0.2 0.3
H 0.688154 -2.437846 1.329500 -0.8 0.4 -0.4
H -0.254846 -3.487846 0.247500 0.0 0.2 -0.4
H -2.286846 -1.863846 0.528500 -0.4 -0.3 -0.2
H -0.932846 -0.753846 2.555500 -0.5 0.2 -1.1
H -1.940846 0.302154 1.527500 -0.3 0.6 -0.2
H 1.313154 1.743154 1.792500 0.4 0.6 -0.3
H 0.817154 0.723154 3.097500 -0.4 -0.3 -0.5
H -0.371846 1.815154 2.353500 -0.6 0.6 0.2
H -1.785846 -0.607846 -1.037500 1.3 -0.2 -0.2
H -0.648846 -1.705846 -1.506500 0.1 0.9 1.6
C 2.533154 -2.273846 -0.747500 -0.1 -0.3 1.9
C 2.468154 -0.875846 -0.221500 1.1 -1.1 -1.0
C 3.816154 -0.303846 -0.175500 1.7 -0.1 0.0
O 3.636154 0.888154 0.513500 0.1 1.9 -0.3
C 3.748154 0.817154 1.908500 0.9 -0.4 -0.5
N 1.674154 0.037154 -1.040500 0.1 2.5 0.4
H 3.031154 -2.784846 0.102500 -0.5 -0.4 -0.7
H 3.169154 -2.409846 -1.581500 0.5 0.1 -1.1
H 1.543154 -2.651846 -0.908500 -0.3 -0.6 -0.2
H 2.239154 -0.889846 0.830500 -1.2 0.1 0.1
H 4.303154 -0.168846 -1.175500 -0.5 0.3 0.7
H 4.471154 -0.933846 0.404500 0.4 -0.5 0.1
H 3.822154 1.779154 2.271500 -0.8 2.5 0.6
H 4.720154 0.530154 2.190500 1.4 -1.4 0.2
H 3.025154 0.255154 2.458500 -0.7 -0.6 0.1
H 1.923154 -0.103846 -2.004500 -0.4 -0.7 -0.7
H 2.139154 0.972154 -0.932500 -0.3 -0.6 0.4
C -1.724846 1.078154 -2.844500 -1.0 1.5 -1.1
C -1.839846 1.961154 -1.550500 -0.8 -2.9 -1.8
C -2.969846 1.607154 -0.603500 -0.6 1.0 -2.4
O -3.199846 0.253154 -0.505500 0.5 -0.4 0.3
C -4.416846 0.005154 0.156500 -1.6 -1.2 -1.3
N -0.522846 1.808154 -0.942500 0.7 2.9 -0.1
H -2.677846 0.842154 -3.343500 0.2 -0.1 0.5
H -1.051846 0.224154 -2.923500 -0.3 -0.2 1.0
H -1.239846 1.728154 -3.556500 0.1 0.5 -0.5
H -1.991846 2.997154 -1.792500 0.0 0.4 -0.4
H -3.863846 2.140154 -0.998500 0.3 -0.4 0.2
H -2.765846 2.030154 0.329500 0.3 0.8 1.9
H -4.802846 0.844154 0.705500 0.2 0.3 0.6
H -4.415846 -0.931846 0.690500 0.6 0.0 0.8
H -5.132846 -0.229846 -0.629500 -0.4 0.4 -0.1
H -0.614846 2.570154 -0.295500 0.5 0.0 1.9
H 0.072154 2.375154 -1.567500 0.3 -1.0 -0.3
```
Positions in Å, forces in eV/Å.

Total charge   +2
Energy above the lowest of the compared OMol25 structures with the same formula, charge and spin   0.0 kcal per mole
E_LUMO   -5.638 eV
Total energy   -881.23540 Ha